Entry 1:
Here is a cluster of 11 separate species, C17H53N3O20S3 in total from the Open Molecules 2025 dataset. Energies are from the ωB97M-V functional and the def2-TZVPD basis.

Summary:
E_HOMO = -9.46 eV
LUMO = -0.249 eV
2S+1 = 1
SMILES string = CCOS(C)(=O)=O.CCOS(C)(=O)=O.CCOS(C)(=O)=O.C[N+](=O)[O-].C[N+](=O)[O-].C[N+](=O)[O-].CO.CO.CO.CO.CO

Each line ends with the Mulliken charge.
Cartesian coordinates (Å):
C  8.22854  2.43675  -3.23056  -1.20
C  7.25961  1.92778  -2.17644  -0.12
O  6.16185  2.87957  -2.18269  -0.25
S  4.76148  2.46292  -1.48072  1.14
C  4.07345  1.44880  -2.86012  -0.59
O  4.99572  1.62033  -0.35233  -0.61
O  3.99835  3.65327  -1.52348  -0.60
H  9.20300  1.97683  -3.09194  0.36
H  8.23748  3.52483  -3.19476  0.30
H  7.79419  2.18541  -4.19980  0.29
H  6.86944  0.95232  -2.46368  0.31
H  7.68677  1.95356  -1.17622  0.30
H  3.96499  2.15121  -3.68118  0.32
H  3.13740  1.03108  -2.50121  -0.01
H  4.78250  0.68263  -3.16359  0.38
C  -2.18162  -0.02336  5.27167  -0.90
C  -0.91077  -0.57810  5.85138  -0.25
O  0.24640  0.02342  5.22763  -0.32
S  1.29282  -1.06523  4.57072  1.13
C  0.38435  -1.57233  3.07671  -0.16
O  2.44651  -0.35248  4.12588  -0.58
O  1.41872  -2.18609  5.46187  -0.62
H  -2.41333  -0.27024  4.23271  0.05
H  -2.28405  1.03029  5.53484  0.34
H  -3.09973  -0.43691  5.71353  0.40
H  -0.77695  -0.23323  6.88114  0.29
H  -0.93350  -1.66625  5.87509  0.32
H  -0.00778  -0.80826  2.41185  -0.08
H  -0.46072  -2.21945  3.31915  -0.07
H  1.03353  -2.20132  2.46649  0.47
C  -2.54967  -1.82115  0.44441  -1.46
C  -1.63143  -1.21577  -0.63317  -0.06
O  -0.48575  -0.76209  0.10022  0.23
S  0.76083  -0.15268  -0.75196  0.92
C  0.40983  1.59051  -0.60552  -0.37
O  1.92989  -0.47829  0.02568  -0.62
O  0.64305  -0.54087  -2.14531  -0.84
H  -2.12084  -2.70522  0.91606  0.38
H  -3.46563  -2.17880  -0.02905  0.45
H  -2.75310  -1.11728  1.24756  0.21
H  -1.37597  -2.03139  -1.30969  0.36
H  -2.09157  -0.36093  -1.12896  0.17
H  0.21554  1.64693  0.46255  -0.03
H  -0.44134  1.84547  -1.23137  0.35
H  1.27621  2.18685  -0.87835  0.06
C  -4.18980  3.61195  1.27606  -0.87
N  -3.47266  2.48642  0.61897  0.93
O  -2.85247  2.75040  -0.37845  -0.44
O  -3.60170  1.37837  1.11794  -0.51
H  -4.65329  4.14959  0.44594  0.31
H  -3.54360  4.05393  2.02384  0.27
H  -5.13021  3.32013  1.75383  0.32
C  -3.31474  -5.34817  4.03938  -0.85
N  -2.87843  -3.94039  3.98502  0.85
O  -2.10007  -3.55744  4.83531  -0.48
O  -3.22236  -3.26262  3.03236  -0.50
H  -2.42823  -5.96859  4.09179  0.33
H  -3.87393  -5.44432  3.10969  0.32
H  -3.99409  -5.50869  4.87111  0.31
C  -4.07936  0.62572  -5.33730  -0.76
N  -3.39807  0.79795  -4.02868  0.90
O  -3.51501  1.82262  -3.40830  -0.57
O  -2.78858  -0.17315  -3.63491  -0.36
H  -3.26891  0.32488  -5.99802  0.24
H  -4.45981  1.59487  -5.64302  0.31
H  -4.82555  -0.15773  -5.29239  0.28
C  -0.13750  -0.13769  -5.63184  -0.40
O  0.18229  0.63725  -4.48970  -0.44
H  0.23120  0.43739  -6.47736  0.23
H  0.30372  -1.13133  -5.50681  0.28
H  -1.21492  -0.31579  -5.72526  -0.01
H  0.10833  0.10594  -3.67050  0.49
C  -0.58671  2.89382  3.44370  0.07
O  0.13884  4.13031  3.67528  -0.66
H  -0.98108  2.67292  4.43393  0.23
H  -1.34561  3.05628  2.68391  -0.16
H  0.10725  2.09825  3.16750  0.15
H  0.45406  4.08380  4.57851  0.35
C  1.36536  5.05569  0.13869  -0.50
O  0.19414  4.37517  0.55589  -0.42
H  1.11876  6.06424  -0.21412  0.26
H  2.07295  5.09593  0.97313  0.28
H  1.84630  4.50860  -0.67459  0.13
H  0.12174  4.44211  1.50732  0.25
C  -4.13963  -4.87718  -2.30113  -0.53
O  -2.90529  -5.05143  -2.96394  -0.48
H  -4.69860  -5.82357  -2.36581  0.33
H  -4.04100  -4.78104  -1.21335  0.17
H  -4.79828  -4.11709  -2.71109  0.23
H  -2.66982  -5.97857  -2.94023  0.29
C  3.49853  -3.62745  -1.38664  -0.25
O  4.41981  -4.36900  -0.62188  -0.54
H  2.84567  -3.03835  -0.74204  0.01
H  4.02541  -3.01880  -2.12206  0.20
H  2.87413  -4.20954  -2.08056  0.28
H  3.97210  -4.96966  -0.02419  0.29

***

Entry 2:
Here is a cluster of 14 separate species, C17H56N22O23S3 in total from the Open Molecules 2025 dataset. Energies are from the ωB97M-V functional and the def2-TZVPD basis.

Summary:
E_HOMO = -8.83 eV
LUMO = -0.519 eV
2S+1 = 1

Each line ends with the Mulliken charge.
Cartesian coordinates (Å):
C  -4.81601  2.83766  0.48358  0.64
O  -4.82466  3.95546  0.97371  -0.73
N  -3.73472  2.24710  -0.10707  -0.13
N  -5.90177  2.04494  0.40968  -0.18
H  -3.85024  1.56527  -0.84546  0.07
H  -2.88377  2.78548  -0.13381  -0.13
H  -5.87661  1.17607  -0.09842  0.18
H  -6.75640  2.27511  0.88284  0.20
C  3.85061  -3.52356  -3.06654  0.45
O  4.61317  -4.46536  -2.86334  -0.74
N  3.96172  -2.27992  -2.54587  -0.02
N  2.73114  -3.64816  -3.81926  -0.16
H  3.60389  -1.51110  -3.11826  0.26
H  4.84878  -2.23976  -2.06369  0.15
H  2.36270  -4.53059  -4.12470  0.25
H  2.17238  -2.83247  -3.99141  0.03
C  3.49806  1.50510  2.59731  0.37
O  2.54935  0.75261  2.30890  -0.51
N  4.66765  1.46135  1.91714  -0.26
N  3.47586  2.41134  3.58830  -0.27
H  4.76660  0.95484  1.04495  0.02
H  5.32225  2.20183  2.10278  0.22
H  4.29811  2.94094  3.81493  0.14
H  2.73937  2.38682  4.28618  0.17
C  -4.39631  -1.05016  -1.08164  0.54
O  -4.56556  -0.07215  -1.82816  -0.77
N  -5.46978  -1.76900  -0.66667  -0.38
N  -3.21899  -1.43948  -0.56994  0.74
H  -6.32805  -1.76382  -1.18532  0.25
H  -5.45636  -2.22785  0.22771  0.14
H  -3.34462  -2.13619  0.14401  0.10
H  -2.32511  -1.08649  -0.90244  -0.45
C  -0.62758  -1.67056  3.53789  0.50
O  -1.80559  -1.29774  3.52105  -0.87
N  0.18873  -1.61316  2.48157  0.27
N  0.02327  -2.08625  4.65577  -0.48
H  -0.27205  -1.23262  1.66508  -0.40
H  1.18553  -1.70036  2.50337  0.15
H  0.90388  -2.55172  4.56236  0.17
H  -0.56314  -1.99569  5.46947  0.28
C  5.36271  -1.25653  0.06814  0.35
O  5.22522  -0.10128  -0.35569  -0.85
N  6.49134  -1.97665  -0.09446  -0.36
N  4.38365  -1.87191  0.74875  0.01
H  6.60263  -2.89450  0.29446  0.15
H  7.20651  -1.53380  -0.64601  0.29
H  3.68268  -1.30729  1.20713  -0.10
H  4.48662  -2.79628  1.13208  0.21
C  3.19216  1.26134  -3.18804  0.64
O  3.14235  0.09144  -3.58466  -0.80
N  4.04001  1.69506  -2.25399  -0.23
N  2.30356  2.22089  -3.59714  -0.38
H  4.20321  2.67356  -2.09095  0.16
H  4.73720  1.10965  -1.80611  0.21
H  2.29797  3.08076  -3.07968  0.13
H  1.60149  2.03667  -4.30347  0.19
C  0.18794  -0.22928  -0.10294  -1.28
O  -0.63205  -0.58948  -0.94987  1.12
N  -0.21359  0.46172  1.00712  1.95
N  1.53358  -0.36807  -0.10245  1.78
H  -1.07943  0.95702  0.85216  -1.22
H  0.60158  0.69841  1.54547  -0.20
H  2.19494  0.02790  0.54832  -0.09
H  1.84457  -0.69630  -1.01156  -0.75
C  -1.54332  2.33178  -3.77112  0.64
O  -0.76405  1.84790  -4.61676  -0.71
N  -2.44460  3.28251  -4.10779  -0.44
N  -1.36010  2.20474  -2.45271  0.45
H  -2.73317  3.88959  -3.36280  0.13
H  -2.54005  3.58609  -5.05947  0.26
H  -0.54472  1.72410  -2.11550  -0.35
H  -1.95826  2.72870  -1.83974  -0.18
C  -0.07175  3.98926  0.28588  0.27
O  -0.91840  3.09995  0.34754  0.22
N  0.93497  4.00361  1.18893  -0.24
N  -0.06232  5.08691  -0.49636  -0.46
H  1.10263  3.25261  1.83527  -0.13
H  1.55840  4.78767  1.15926  0.17
H  -0.75607  5.27877  -1.19602  0.20
H  0.80624  5.58528  -0.49879  0.16
C  -4.72990  0.31367  3.28400  0.38
O  -5.79578  0.93472  3.19187  -0.72
N  -3.69686  0.56422  2.45235  0.18
N  -4.39547  -0.41870  4.35235  -0.29
H  -3.92845  1.07126  1.61180  0.01
H  -2.82301  0.06815  2.53155  0.14
H  -3.45396  -0.78587  4.34682  0.34
H  -5.05338  -0.55098  5.09728  0.20
C  -0.35266  -1.17896  -4.10358  0.81
C  -0.40031  -2.47183  -3.26860  0.02
O  -0.05693  -3.51806  -4.19552  -0.23
S  -0.63550  -3.16118  -5.63115  1.00
O  -2.08131  -3.31797  -5.68895  -0.58
O  0.14577  -3.62303  -6.73357  -0.58
O  -0.29212  -1.59363  -5.45678  -0.44
H  0.58888  -0.69713  -3.84821  -0.02
H  -1.16331  -0.48290  -3.90817  -0.05
H  -1.38274  -2.70810  -2.85750  0.40
H  0.28650  -2.54017  -2.42816  -0.80
C  -1.89154  2.28088  4.95469  -0.04
C  -1.19660  2.11939  3.56522  1.04
O  0.11724  2.76300  3.64924  -0.20
S  0.49296  3.22441  5.14153  1.10
O  1.00294  4.58474  5.15292  -0.61
O  1.37349  2.21619  5.69123  -0.66
O  -1.00615  3.13643  5.72935  -0.42
H  -1.82404  1.28745  5.39172  0.28
H  -2.83481  2.81410  4.92703  0.29
H  -1.64579  2.68945  2.75236  0.05
H  -1.09395  1.10322  3.19488  -1.08
C  0.91889  -3.31714  -0.67486  1.24
C  0.24814  -4.46967  -1.46189  0.69
O  -0.64238  -5.16767  -0.57593  -0.45
S  -0.79547  -4.30679  0.79260  0.87
O  -0.87167  -5.16974  1.93290  -0.67
O  -1.75888  -3.26002  0.62629  -0.42
O  0.73120  -3.82096  0.62865  -0.52
H  0.36021  -2.38963  -0.80961  -1.49
H  1.98269  -3.20040  -0.85324  0.20
H  1.03759  -5.07862  -1.90155  0.32
H  -0.33157  -4.09243  -2.30435  0.02

***

We obtain strongest force on any atom values of 3.84, 3.41 eV/A for the records listed above, in that order.
We obtain calculated total energy values of -96401.133, -130926.340 eV for the records listed above, in that order.